No. 1
Formula: C49H32AsBrF5I2N4OS4Y
Source: OMol25
Level of theory: ωB97M-V/def2-TZVPD

Structure (XYZ):
```
100
Properties=species:S:1:pos:R:3:nbo_charge:R:1
H -4.808 -0.186 -5.559 0.220
H -6.268 -2.100 2.141 0.231
F 5.563 3.383 -4.677 -0.291
C -5.810 -0.155 -3.659 -0.202
C 5.214 -6.901 3.077 -0.209
C 3.484 1.007 2.242 -0.175
C 0.417 4.690 2.637 -0.204
C 2.001 2.888 2.414 -0.089
C 0.402 2.963 -5.978 -0.194
C 3.465 3.844 -3.732 0.258
C 3.763 1.568 -2.066 -0.274
C -2.296 3.480 -1.270 -0.235
C -0.360 2.530 1.920 0.189
H -0.676 6.325 -0.381 0.222
N 1.203 0.765 1.541 -0.594
C 2.478 3.499 -2.835 0.256
C -1.248 4.369 -1.042 -0.245
Br -6.833 -0.341 4.440 0.058
C -3.477 0.563 2.159 -0.170
C -2.799 6.016 -0.224 -0.202
H -4.521 -2.139 0.387 0.236
F 1.601 2.075 -1.213 -0.324
H 0.467 0.618 -3.548 0.213
F 3.322 4.916 -4.518 -0.292
C 0.140 1.491 -4.097 -0.155
As -1.806 1.740 -1.998 0.858
H 1.626 1.234 -5.621 0.224
H 0.541 -3.456 -3.267 0.226
H 1.924 -6.318 2.489 0.235
I -1.615 -2.037 -2.603 0.265
H 3.589 -8.154 2.445 0.215
C -3.596 3.863 -0.959 -0.245
H -4.462 1.333 3.922 0.224
C 3.288 2.310 2.568 -0.126
C -3.498 -0.411 1.135 0.408
C -1.500 5.637 -0.536 -0.212
H 5.945 -7.700 3.056 0.214
C 0.601 -2.882 2.198 -0.117
H -4.428 3.203 -1.145 0.224
C 3.349 -4.860 3.138 0.120
H -6.538 0.000 -1.642 0.220
C 0.797 1.837 -5.272 -0.229
H -2.134 4.000 -3.987 0.211
N -1.330 1.559 1.567 -0.599
C 2.412 0.274 1.690 0.142
C -2.406 1.515 2.277 0.202
C -4.483 0.580 3.142 -0.172
C -4.742 0.084 -4.512 -0.230
F 1.375 4.259 -2.745 -0.306
C -4.519 -1.376 1.156 -0.263
H 4.099 2.920 2.952 0.225
H -4.479 1.000 -0.776 0.223
C 1.698 4.228 2.746 -0.169
H -6.717 -0.612 -4.038 0.219
F 5.867 1.253 -3.103 -0.292
C -5.488 -1.349 2.133 -0.171
O -2.609 -0.385 0.187 -0.880
H -4.861 5.415 -0.196 0.219
I 1.777 -1.605 -1.736 0.331
H -0.230 4.084 -1.270 0.241
C 0.248 -3.012 -2.324 -0.782
C -3.577 0.670 -4.028 -0.174
H 0.922 3.243 -6.886 0.221
C 4.737 1.955 -2.992 0.319
N 1.452 -3.842 2.092 -0.282
N 2.366 -3.815 3.138 -0.260
C 4.668 -4.588 3.470 -0.157
Y -0.508 -0.098 -0.006 1.527
C -1.315 3.389 -4.347 -0.145
C -3.843 5.125 -0.430 -0.214
C -0.911 2.268 -3.628 -0.392
H 4.958 -3.586 3.749 0.232
C -0.659 3.737 -5.517 -0.222
C -4.548 0.766 -1.829 -0.252
H 4.448 0.527 2.340 0.236
H 0.114 -3.745 -1.536 0.245
H -2.753 0.850 -4.704 0.218
C 4.599 3.060 -3.809 0.268
S 3.105 -2.552 5.454 -0.183
C 0.974 2.057 1.944 0.134
C -5.711 0.189 -2.317 -0.202
C 2.629 2.374 -2.048 0.337
S 4.002 0.213 -1.003 -0.365
C 2.954 -6.137 2.763 -0.210
C 2.228 -2.849 4.080 -0.123
H -2.997 7.006 0.172 0.217
H 2.496 4.878 3.086 0.221
H -0.967 4.618 -6.068 0.219
C 3.894 -7.156 2.735 -0.205
H 6.628 -5.410 3.699 0.216
H -1.641 4.208 2.160 0.229
H 2.568 -0.748 1.370 0.224
S -0.697 -2.599 1.070 -0.341
C -3.474 1.019 -2.683 -0.257
C 5.597 -5.618 3.440 -0.219
C -0.627 3.834 2.236 -0.234
H -2.512 2.235 3.089 0.186
H 0.192 5.722 2.875 0.224
C -5.476 -0.361 3.121 -0.145
S 0.853 -1.891 3.606 0.429
```

Results
Energy relative to the best compared isomer or geometry (same formula, charge and spin), kJ/mol: 23.5
Highest occupied orbital energy, eV: -7.26
HOMO-LUMO gap, eV: 6.291
Max |F|, eV/Å: 0.70
DFT total energy, Eh: -9716.4425

No. 2
Formula: C49H33NO10
Source: OMol25
Level of theory: ωB97M-V/def2-TZVPD

Structure (XYZ):
```
93
Properties=species:S:1:pos:R:3:lowdin_charge:R:1
C -0.662 4.018 2.174 -0.048
H 2.190 -0.351 -2.497 0.083
H -8.840 -0.595 6.213 0.121
C 0.453 -2.823 -0.980 -0.084
H 5.562 -0.620 -3.488 0.149
C -6.522 1.788 5.529 -0.084
C 3.234 -1.104 -6.690 -0.454
N 5.034 0.527 -8.979 0.190
C -8.400 0.388 6.107 -0.001
C 3.983 3.237 0.096 -0.083
C 1.623 -1.264 -2.386 -0.032
H 2.531 1.139 -7.470 0.088
H -6.838 3.903 5.726 0.121
C -1.075 -5.274 -0.605 -0.082
C 2.763 2.401 0.223 -0.266
H 5.141 6.368 0.698 0.121
C 0.426 2.201 1.030 0.007
O -6.767 -1.807 5.536 0.106
C -4.319 0.728 4.788 -0.083
H 1.411 -1.036 -0.266 0.102
H -1.196 -0.165 3.829 0.109
C 6.270 3.448 -0.607 -0.049
H 4.241 0.181 -2.607 0.113
O 0.264 -2.561 1.351 0.093
C 1.634 0.574 -7.157 -0.037
H 4.152 0.863 -6.145 0.125
C 0.149 -3.601 -2.100 -0.084
H 0.408 1.188 0.647 0.115
H 3.362 -4.675 -5.484 0.062
C 5.125 2.682 -0.464 -0.003
C -8.581 2.783 6.272 -0.057
C 2.783 5.154 1.168 -0.276
O -0.958 -5.497 -2.943 0.102
C -1.804 -6.450 -0.456 -0.001
H 0.481 5.819 2.393 0.122
H -0.819 -4.387 2.660 0.112
H 5.272 -0.561 -5.937 0.157
C -4.079 -1.672 4.777 0.003
O 2.779 6.312 1.534 0.108
C -7.274 2.918 5.831 -0.001
H 0.959 0.510 -8.033 0.106
H 1.682 -1.756 -4.480 0.061
C -3.001 0.859 4.365 -0.006
H -2.083 -6.489 2.920 0.107
O 3.765 -0.307 -4.513 -0.124
C 0.467 4.807 2.009 0.003
C -2.169 -6.883 0.809 -0.058
H 4.563 1.962 -4.266 0.101
H -2.578 1.842 4.203 0.109
C 1.567 2.982 0.878 -0.081
H -2.150 -2.417 4.212 0.102
H -1.528 4.416 2.690 0.110
C 5.135 5.335 0.373 0.001
H 1.139 1.179 -6.367 0.107
O 3.663 -1.297 -8.061 0.090
C -0.655 -4.842 -1.965 -0.279
O 1.907 -0.718 -6.594 -0.073
C 0.598 -3.209 -3.357 0.008
H 0.371 -3.815 -4.226 0.120
C -0.685 2.718 1.675 -0.055
C -1.807 -6.144 1.931 -0.059
C -2.224 -0.270 4.155 -0.050
C -9.147 1.518 6.401 -0.057
C -5.128 1.947 5.040 -0.278
H 7.161 3.012 -1.041 0.110
C 1.341 -2.046 -3.503 -0.044
C -4.864 -0.542 4.983 -0.083
C 3.298 -2.483 -6.038 0.000
C -1.096 -4.963 1.786 -0.006
C 1.583 4.294 1.356 -0.081
C 1.182 -1.649 -1.129 0.009
C -2.761 -1.536 4.368 -0.048
H -9.163 3.664 6.514 0.107
C 4.521 -0.378 -8.477 -0.327
H 5.119 1.650 -0.787 0.110
C -0.733 -4.521 0.518 -0.083
H -2.732 -7.801 0.923 0.107
C -7.082 0.518 5.681 -0.083
O 2.748 1.258 -0.199 0.091
H -2.081 -7.029 -1.328 0.121
C 4.227 -0.204 -5.865 -0.108
C 0.015 -3.244 0.375 -0.278
C 6.273 4.778 -0.194 -0.053
O -4.658 3.053 4.856 0.101
C -6.279 -0.702 5.408 -0.278
C 3.260 -3.600 -5.578 0.159
H -10.171 1.414 6.737 0.107
H 7.166 5.380 -0.311 0.108
H -1.571 2.106 1.796 0.102
C 4.750 0.130 -3.595 -0.263
H -4.495 -2.658 4.939 0.121
C 3.989 4.563 0.528 -0.083
O 5.253 1.427 -3.847 -0.027
```

Results
Energy relative to the best compared isomer or geometry (same formula, charge and spin), kJ/mol: 184.0
Highest occupied orbital energy, eV: -9.54
HOMO-LUMO gap, eV: 8.435
Max |F|, eV/Å: 3.07
SMILES: O=C1c2ccccc2C(=O)c2ccccc21.O=C1c2ccccc2C(=O)c2ccccc21.O=C1c2ccccc2C(=O)c2ccccc21.C#C[C@](COCO)(OC)OC#N
DFT total energy, Eh: -2694.1129